The following is a DFT calculation (ωB97M-V/def2-TZVPD) of the molecule C3H5FS.

Results
**Lowest unoccupied orbital energy**: 0.65 eV
**Structure (SMILES)**: FC[C@@H]1CS1
**Gap between HOMO and LUMO**: 9.57 eV
**Energy above the lowest of the compared OMol25 structures with the same formula, charge and spin**: 76.6 kcal per mole

Cartesian coordinates (Å):
F -0.507 1.493 -1.060
C 0.568 0.513 -0.798
C 0.332 -0.153 0.389
C -0.968 -0.579 0.606
S -0.465 0.965 1.635
H 1.598 1.132 -0.951
H 0.387 -0.496 -1.544
H 1.274 -0.612 0.948
H -1.546 -0.506 -0.171
H -0.673 -1.755 0.946

---

The following is a DFT calculation (ωB97M-V/def2-TZVPD) of the molecule C3H5FS.

Results
**Lowest unoccupied orbital energy**: -0.47 eV
**Structure (SMILES)**: C[C@H](F)C=S
**Gap between HOMO and LUMO**: 8.49 eV
**Energy above the lowest of the compared OMol25 structures with the same formula, charge and spin**: 23.5 kcal per mole

Cartesian coordinates (Å):
C -0.982 -0.299 -0.555
C -0.026 0.441 0.439
F -0.035 1.805 -0.064
C 1.255 -0.307 0.391
S 2.531 0.462 -0.260
H -1.616 0.478 -0.845
H -0.332 -0.700 -1.375
H -1.307 -1.166 0.016
H -0.640 0.580 1.386
H 1.151 -1.293 0.867

---

The following is a DFT calculation (ωB97M-V/def2-TZVPD) of the molecule C3H5FS2.

Results
**Lowest unoccupied orbital energy**: -0.61 eV
**Structure (SMILES)**: C[C@H](F)C(=S)S
**Gap between HOMO and LUMO**: 8.42 eV
**Energy above the lowest of the compared OMol25 structures with the same formula, charge and spin**: 5.8 kcal per mole

Cartesian coordinates (Å):
C 1.160 -0.299 0.827
C 0.394 -0.398 -0.488
F 1.246 0.171 -1.462
C -0.859 0.501 -0.412
S -0.664 2.090 -0.178
S -2.352 -0.445 -0.320
H 2.175 -0.748 0.639
H 1.237 0.783 1.045
H 0.640 -0.770 1.709
H 0.238 -1.456 -0.784
H -3.216 0.569 -0.577

---

The following is a DFT calculation (ωB97M-V/def2-TZVPD) of a structure of composition C3H5FeO3.

Results
**Lowest unoccupied orbital energy (alpha / beta)**: -4.61 / -4.81 eV
**Charge**: +1
**Gap between HOMO and LUMO (alpha / beta)**: 8.95 / 7.22 eV
**2S+1**: 5
**Energy above the lowest of the compared OMol25 structures with the same formula, charge and spin**: 75.7 kcal per mole

Cartesian coordinates (Å):
H -2.412 1.578 1.257
O 1.129 -0.013 0.399
C 1.111 -0.922 -0.572
C -0.242 0.615 0.536
O 2.154 -1.555 -0.741
O -0.022 -1.057 -1.147
C -0.999 -0.101 -0.594
Fe 3.112 -0.462 0.623
H -0.095 1.681 0.358
H -0.596 0.360 1.536
H -1.290 0.564 -1.409
H -1.851 -0.688 -0.245

---

The following is a DFT calculation (ωB97M-V/def2-TZVPD) of a structure of composition C3H5FeO4.

Results
**Lowest unoccupied orbital energy (alpha / beta)**: 0.29 / -0.83 eV
**Gap between HOMO and LUMO (alpha / beta)**: 7.72 / 9.37 eV
**2S+1**: 6
**Energy above the lowest of the compared OMol25 structures with the same formula, charge and spin**: 14.0 kcal per mole

Cartesian coordinates (Å):
O 1.253 -0.488 1.465
C 0.886 -0.120 0.354
C -1.600 -0.900 -0.224
O -1.048 0.310 0.226
O 0.719 -0.979 -0.696
C -0.413 -1.823 -0.510
H -2.210 -0.781 -1.135
H -2.235 -1.357 0.554
H -0.552 -2.410 -1.426
H -0.218 -2.474 0.355
O 1.372 1.077 -0.181
H 1.812 1.573 0.519
Fe -0.759 1.976 -0.645

---

The following is a DFT calculation (ωB97M-V/def2-TZVPD) of a structure of composition C3H5FeO4.

Results
**Lowest unoccupied orbital energy (alpha / beta)**: 0.37 / -0.98 eV
**Gap between HOMO and LUMO (alpha / beta)**: 8.01 / 9.67 eV
**2S+1**: 6
**Energy above the lowest of the compared OMol25 structures with the same formula, charge and spin**: 7.7 kcal per mole

Cartesian coordinates (Å):
C -3.098 -0.789 1.117
O -1.900 -0.265 0.588
C -1.459 -0.916 -0.575
O -0.870 0.062 -1.368
Fe -0.290 1.972 -0.851
H -3.366 -0.174 1.982
H -3.913 -0.739 0.376
H -2.958 -1.835 1.436
H -2.309 -1.312 -1.158
H -0.751 -1.721 -0.318
O 0.998 0.849 -2.320
C 0.356 -0.220 -2.323
O 0.542 -1.354 -2.665

---

The following is a DFT calculation (ωB97M-V/def2-TZVPD) of a structure of composition C3H5HgO3.

Results
**Lowest unoccupied orbital energy (alpha / beta)**: 0.28 / -0.91 eV
**Gap between HOMO and LUMO (alpha / beta)**: 7.65 / 7.69 eV
**2S+1**: 2
**Energy above the lowest of the compared OMol25 structures with the same formula, charge and spin**: 74.2 kcal per mole

Cartesian coordinates (Å):
H 0.280 -0.664 -1.718
C 0.730 -1.006 -0.766
C -0.282 -1.128 0.364
O -1.185 0.017 0.399
C -0.702 1.210 0.374
O -1.712 2.049 0.415
Hg 1.664 1.655 0.091
O 1.721 -0.220 -0.134
H 1.125 -2.030 -0.914
H 0.684 -0.842 1.161
H -0.941 -1.988 0.193
H -1.382 2.947 0.535

---

The following is a DFT calculation (ωB97M-V/def2-TZVPD) of a cluster of 2 separate species, C3H5I3Si in total.

Results
**Lowest unoccupied orbital energy (alpha / beta)**: -1.57 / -3.66 eV
**Gap between HOMO and LUMO (alpha / beta)**: 7.86 / 4.15 eV
**Energy above the lowest of the compared OMol25 structures with the same formula, charge and spin**: 89.6 kcal per mole

Cartesian coordinates (Å):
C 0.123 -0.058 0.956
C 0.875 -0.821 0.003
C -0.047 0.401 -0.423
Si -1.847 0.371 -1.013
I 4.564 0.716 -0.824
I -3.011 -1.778 -0.475
I -3.213 2.189 0.101
H -0.726 -0.448 1.440
H 0.424 0.722 1.699
H 1.870 -0.683 -0.352
H 0.467 -1.748 -0.301
H 0.524 1.136 -0.812

---

What did the third record say?
The following is a DFT calculation (ωB97M-V/def2-TZVPD) of the molecule C3H5FS2.

Results
**Lowest unoccupied orbital energy**: -0.61 eV
**Structure (SMILES)**: C[C@H](F)C(=S)S
**Gap between HOMO and LUMO**: 8.42 eV
**Energy above the lowest of the compared OMol25 structures with the same formula, charge and spin**: 5.8 kcal per mole

Cartesian coordinates (Å):
C 1.160 -0.299 0.827
C 0.394 -0.398 -0.488
F 1.246 0.171 -1.462
C -0.859 0.501 -0.412
S -0.664 2.090 -0.178
S -2.352 -0.445 -0.320
H 2.175 -0.748 0.639
H 1.237 0.783 1.045
H 0.640 -0.770 1.709
H 0.238 -1.456 -0.784
H -3.216 0.569 -0.577

---

Q: Among the records above, which one has the lowest energy above the lowest of the compared OMol25 structures with the same formula, charge and spin?
A: C3H5FS2

---

Q: The highest energy above the lowest of the compared OMol25 structures with the same formula, charge and spin belongs to which entry?
A: C3H5I3Si

---

Please write out number 3 again, unchanged.
The following is a DFT calculation (ωB97M-V/def2-TZVPD) of the molecule C3H5FS2.

Results
**Lowest unoccupied orbital energy**: -0.61 eV
**Structure (SMILES)**: C[C@H](F)C(=S)S
**Gap between HOMO and LUMO**: 8.42 eV
**Energy above the lowest of the compared OMol25 structures with the same formula, charge and spin**: 5.8 kcal per mole

Cartesian coordinates (Å):
C 1.160 -0.299 0.827
C 0.394 -0.398 -0.488
F 1.246 0.171 -1.462
C -0.859 0.501 -0.412
S -0.664 2.090 -0.178
S -2.352 -0.445 -0.320
H 2.175 -0.748 0.639
H 1.237 0.783 1.045
H 0.640 -0.770 1.709
H 0.238 -1.456 -0.784
H -3.216 0.569 -0.577